{"formula": "C53H39DyF9N4O3P2S", "method": "wB97M-V/def2-TZVPD", "elements": ["H", "H", "H", "H", "C", "H", "C", "H", "O", "C", "C", "C", "H", "F", "H", "P", "C", "H", "C", "C", "H", "H", "H", "C", "O", "H", "C", "N", "F", "S", "H", "C", "C", "C", "C", "C", "H", "C", "C", "H", "H", "C", "H", "C", "Dy", "P", "C", "F", "C", "F", "N", "C", "F", "H", "H", "F", "C", "C", "H", "C", "C", "H", "C", "C", "O", "H", "C", "C", "F", "H", "H", "C", "F", "C", "H", "C", "C", "H", "H", "C", "C", "H", "H", "C", "H", "C", "C", "C", "H", "C", "N", "C", "C", "C", "C", "H", "H", "H", "C", "C", "H", "C", "C", "H", "C", "H", "H", "F", "C", "C", "N", "C"], "positions_angstrom": [[2.14, 4.91, 2.60], [-1.49, -0.09, 6.96], [5.69, -0.34, 2.42], [3.47, 1.91, 5.34], [0.88, -5.29, 4.89], [-4.66, -4.48, 0.49], [4.67, -0.06, 2.84], [3.31, -2.92, -0.06], [1.91, 2.45, -0.78], [3.77, 3.69, 0.08], [-3.70, -3.05, -5.16], [-2.90, -1.03, 1.18], [1.27, 3.82, 3.80], [2.91, 2.94, -3.45], [0.08, -5.23, -1.48], [-1.94, -0.92, -1.49], [-3.13, 4.81, -1.28], [1.40, -4.23, -3.57], [0.41, 4.10, 1.87], [-0.61, -0.60, 3.69], [-5.63, -2.60, -4.40], [1.04, 0.16, -4.35], [-1.65, -3.00, -5.85], [-3.63, -2.79, -0.34], [-0.54, 0.34, 0.54], [0.60, 5.48, 3.44], [-4.41, -2.79, 1.90], [-1.48, 3.29, -1.94], [1.99, 4.57, -2.41], [-1.90, 0.45, 1.36], [-2.81, 1.66, 5.87], [-2.79, 4.31, -3.61], [0.31, -4.21, -1.69], [2.63, -2.62, -0.85], [-1.60, 0.21, 3.14], [-0.26, -4.72, 4.35], [3.03, -2.93, 3.81], [-1.89, -1.84, -4.08], [3.10, 3.74, -2.36], [-4.39, 5.54, -2.84], [0.83, -6.08, 5.61], [2.25, -0.35, 3.04], [-3.53, -3.34, -1.27], [1.43, -3.89, -2.54], [0.05, 1.85, -1.12], [0.75, -1.21, 2.57], [0.14, 2.71, -6.42], [5.11, 3.73, 0.07], [-0.50, -1.99, -1.33], [4.30, 0.92, -0.17], [-0.20, 1.71, -3.83], [-0.88, 2.81, -4.25], [4.20, 4.52, -2.50], [-0.88, -1.41, -4.13], [3.07, -5.09, 4.75], [3.32, 0.68, -2.13], [2.09, -4.68, 4.53], [3.44, 1.19, 4.48], [-3.63, 5.36, -0.45], [-4.59, -2.51, -4.22], [1.17, 4.61, 3.00], [0.24, -1.33, 5.50], [-4.31, -3.44, 0.67], [-0.56, -0.76, 5.09], [0.77, -0.06, -1.99], [-1.24, -5.20, 4.56], [-0.68, 3.36, -5.55], [4.03, 1.58, -1.37], [3.28, 3.29, 1.32], [-3.05, 4.51, -4.66], [3.57, -3.87, -2.38], [-1.50, -0.04, 5.84], [3.30, 4.99, -0.07], [-0.49, -3.34, -1.00], [-3.17, 1.71, 3.43], [2.22, 0.72, 3.97], [0.81, 1.53, -6.00], [-4.02, -3.80, -5.86], [-1.83, 3.70, 0.04], [0.95, -2.84, 3.35], [-2.31, 0.93, 5.27], [1.25, 0.94, 4.43], [-1.15, -3.30, 3.11], [-3.71, -1.62, 2.19], [-3.77, -1.22, 3.18], [-2.95, -1.56, -0.13], [4.64, 0.84, 3.89], [3.49, -0.69, 2.40], [5.62, 1.20, 4.27], [0.61, 1.09, -4.70], [-0.28, 3.54, 1.11], [-2.73, -1.57, -3.00], [-2.11, 3.93, -1.01], [3.18, 2.87, -1.09], [-4.12, -1.78, -3.16], [-4.85, -1.33, -2.47], [-1.35, 4.23, -5.80], [-4.94, -3.29, 2.73], [-1.75, 3.43, -3.24], [-0.22, -3.56, 3.60], [1.42, 0.95, -6.71], [-2.33, -2.70, -5.06], [2.12, -3.49, 3.81], [0.32, 3.03, -7.43], [-2.41, 1.05, 3.87], [-1.28, -3.70, -0.31], [3.37, -1.47, 1.67], [5.21, 1.88, -1.94], [-3.54, 4.89, -2.61], [2.58, -3.50, -1.96], [1.85, -1.66, -0.67], [0.74, -1.25, -1.40]], "lowdin_spin": [0.000, 0.000, 0.000, 0.000, 0.000, 0.000, 0.000, 0.000, -0.012, 0.000, 0.000, 0.000, 0.000, 0.000, 0.000, -0.003, 0.000, 0.000, -0.001, 0.000, 0.000, 0.000, 0.000, 0.000, -0.011, 0.000, 0.000, -0.012, 0.000, -0.001, 0.000, 0.000, 0.000, 0.000, 0.000, 0.000, 0.000, 0.000, 0.000, 0.000, 0.000, 0.000, 0.000, 0.000, 5.069, 0.000, 0.000, 0.000, 0.000, 0.000, -0.008, -0.001, 0.000, 0.000, 0.000, 0.000, 0.000, 0.000, 0.000, 0.000, 0.000, 0.000, 0.000, 0.000, -0.009, 0.000, 0.000, 0.000, 0.000, 0.000, 0.000, 0.000, 0.000, 0.000, 0.000, 0.000, 0.000, 0.000, 0.000, 0.000, 0.000, 0.000, 0.000, 0.000, 0.000, 0.000, 0.000, 0.000, 0.000, -0.001, -0.008, 0.000, -0.001, 0.001, 0.000, 0.000, 0.000, 0.000, 0.000, 0.000, 0.000, 0.000, 0.000, 0.000, 0.000, 0.000, 0.000, 0.000, 0.000, 0.000, 0.000, 0.000], "lumo_energy_ev": [-3.021, -3.013], "total_energy_ha": -5352.3293, "multiplicity": 6, "charge": 1}

***

{"formula": "C32H30F9N4PRh", "method": "wB97M-V/def2-TZVPD", "elements": ["C", "C", "C", "Rh", "H", "C", "C", "H", "C", "H", "H", "H", "N", "H", "C", "F", "F", "H", "H", "C", "C", "C", "N", "H", "H", "H", "C", "H", "H", "C", "C", "C", "C", "C", "C", "C", "C", "C", "C", "H", "H", "H", "H", "H", "H", "F", "F", "C", "C", "C", "N", "C", "H", "H", "C", "H", "C", "N", "F", "F", "F", "C", "H", "F", "C", "C", "C", "H", "H", "H", "C", "H", "H", "F", "H", "H", "P"], "positions_angstrom": [[0.84, -0.26, -3.40], [0.28, -3.21, -0.84], [-1.69, -0.37, -1.25], [0.11, 1.08, 0.78], [4.59, -0.34, -2.45], [-1.52, 3.17, 1.06], [-5.90, 0.30, -1.82], [0.50, -1.54, 2.11], [1.82, -0.16, -4.39], [-0.20, -0.31, -3.70], [-1.66, 3.22, -1.06], [0.09, 0.59, 6.54], [0.27, 2.58, -0.64], [2.77, 0.82, 0.42], [3.54, -0.28, -2.70], [3.76, -0.32, -6.30], [1.93, -6.68, 0.82], [-4.70, -1.76, -0.50], [-0.65, 4.51, -0.42], [-1.09, 0.99, 3.42], [-2.62, -1.26, -0.71], [0.09, 0.68, 5.46], [2.13, 1.22, 1.10], [1.62, 3.13, 1.83], [-2.41, 3.78, 1.20], [2.30, 2.68, -1.13], [1.66, 3.12, -0.36], [1.53, -0.10, -5.43], [-2.84, 0.31, 2.36], [-0.91, 3.45, -0.31], [0.30, -2.12, 0.05], [-4.42, 0.02, -1.64], [1.30, 0.61, 4.77], [0.71, -3.64, 1.87], [-1.12, 0.88, 4.79], [-3.51, 0.90, -2.22], [-3.98, -1.06, -0.91], [0.48, -4.49, -0.37], [-2.16, 0.71, -2.02], [-3.87, 1.72, -2.83], [-0.84, 3.41, 1.88], [-2.98, 1.96, 2.95], [-2.56, 1.49, 0.47], [-2.05, 0.98, 5.34], [2.89, -0.60, -0.70], [1.16, -6.16, 2.78], [-0.19, -6.85, 1.22], [4.23, 0.01, -5.10], [0.90, -6.13, 1.47], [2.47, 0.67, 2.47], [0.08, 0.86, 2.77], [0.51, -2.35, 1.41], [0.13, -3.05, -1.90], [0.23, 2.37, -1.63], [0.69, -4.70, 0.98], [0.88, -3.83, 2.92], [2.58, -0.39, -1.72], [-1.84, 1.72, 1.16], [5.28, -0.75, -4.82], [-6.23, 1.37, -1.07], [-6.65, -0.73, -1.43], [1.27, 0.72, 3.40], [3.32, 1.21, 2.87], [4.63, 1.29, -5.13], [1.21, -0.34, -2.06], [3.15, -0.15, -4.03], [2.20, 2.71, 1.00], [2.79, -0.37, 2.33], [1.68, 4.20, -0.50], [0.46, -5.33, -1.05], [-2.29, 1.24, 2.51], [-2.29, -2.11, -0.13], [3.23, 3.06, 1.12], [-6.18, 0.59, -3.09], [2.23, 0.50, 5.30], [-1.46, 1.40, -2.48], [0.03, -0.52, -0.73]], "lowdin_charge": [-0.038, -0.045, -0.335, 0.989, 0.144, -0.144, -0.597, 0.074, 0.044, 0.114, 0.119, 0.143, -0.127, 0.098, 0.032, 0.182, 0.182, 0.143, 0.146, -0.209, -0.043, 0.040, -0.146, 0.126, 0.153, 0.134, -0.115, 0.144, 0.146, -0.120, -0.346, -0.071, 0.045, 0.029, 0.047, 0.022, 0.039, 0.041, -0.105, 0.146, 0.125, 0.150, 0.119, 0.145, 0.103, 0.166, 0.181, -0.598, -0.597, -0.064, -0.019, -0.066, 0.127, 0.110, -0.064, 0.135, -0.087, -0.132, 0.179, 0.160, 0.183, -0.225, 0.150, 0.174, -0.344, -0.060, -0.141, 0.141, 0.146, 0.149, -0.062, 0.117, 0.152, 0.188, 0.145, 0.099, 1.033], "lumo_energy_ev": -10.752, "total_energy_ha": -2806.2825, "multiplicity": 1, "charge": 3}

***

{"formula": "C3H3N3O", "method": "wB97M-V/def2-TZVPD", "elements": ["H", "N", "C", "C", "C", "H", "N", "N", "O", "H"], "positions_angstrom": [[2.04, -1.05, -0.33], [-0.67, -0.03, 1.47], [1.19, -0.33, -0.18], [0.58, -0.20, 1.18], [-1.37, 0.28, -0.72], [-2.12, 0.18, -1.55], [-1.57, -0.23, 0.44], [0.80, 0.30, -1.24], [-0.30, 1.13, -1.02], [1.41, -0.04, 1.95]], "nbo_charge": [0.223, -0.191, -0.018, -0.005, 0.341, 0.200, -0.276, -0.074, -0.410, 0.210], "lumo_energy_ev": -0.324, "smiles": "C1=NN=CON=C1", "total_energy_ha": -355.4751, "multiplicity": 1, "relative_energy_ev": 4.4835}